Formula: C9H14
Source: the Open Molecules 2025 dataset
Level of theory: the ωB97M-V functional and the def2-TZVPD basis

The calculation puts the gap between HOMO and LUMO at 10.12 eV. The calculation puts the HOMO energy at -0.3348 Eh. Its total energy is -351.27382 Eh. As for the energy above the lowest of the compared OMol25 structures with the same formula, charge and spin: 35.4 kcal per mole. The spin multiplicity is 1. For the molar mass, the calculation gives 122.21 g mol⁻¹. As for the structure (SMILES): Cc1ccccc1.CC.

```
23
Properties=species:S:1:pos:R:3:forces:R:3:lowdin_charge:R:1
C -1.94693 -0.25028 -0.05420 -0.7 -1.4 1.0 -0.09
C -1.75421 1.13233 -0.07407 -1.3 -2.3 -0.4 -0.16
C 1.48209 -0.66249 -2.55955 2.0 0.1 1.7 -0.16
C -0.25456 0.93652 1.82191 -1.6 -1.2 -0.5 -0.06
C -1.25462 -1.07006 0.89970 0.4 3.3 -1.2 -0.03
C 1.22152 0.83869 -2.26726 1.2 -1.6 -3.4 -0.15
C 0.48639 -1.33629 2.74271 0.9 2.4 -0.3 -0.05
C -0.34007 -0.45840 1.83921 -1.1 -0.7 -2.0 -0.26
C -0.99767 1.67437 0.90490 1.5 3.9 -0.2 -0.12
H -2.31824 1.66547 -0.80757 0.0 0.7 -0.2 0.10
H -0.01818 -1.34257 3.68264 -0.4 -1.1 0.7 0.07
H 0.19918 1.40018 2.64214 1.1 0.9 0.8 0.09
H -2.78821 -0.74367 -0.66042 1.7 0.8 0.6 0.12
H 0.52920 0.99982 -1.53227 -1.2 0.4 2.4 0.00
H 2.15264 -0.84550 -3.41478 -0.9 0.4 -0.3 0.05
H -1.36241 -2.08011 0.62780 0.2 -1.5 0.8 0.08
H 0.51082 -1.16195 -2.63018 0.6 -0.5 0.1 0.05
H -0.89433 2.84610 0.78506 0.0 -2.4 0.9 0.15
H 0.69861 -2.22451 2.19972 -0.1 -1.2 0.3 0.07
H 2.24181 -1.06501 -1.75465 -2.1 0.3 -0.9 0.09
H 0.78103 1.27385 -3.15591 -0.3 0.1 -0.4 0.06
H 2.15956 1.33200 -2.22263 0.8 0.7 0.9 0.05
H 1.46659 -0.85849 2.98767 -0.6 -0.2 -0.4 0.09
```
Forces are in eV/Å.